(1)
The following is a DFT calculation (the ωB97M-V functional and the def2-TZVPD basis) of a 4-piece molecular cluster, C23H39ClF2IN3O8 overall.

ORCA input file:
```
! RIJCOSX wB97M-V def2-TZVPD def2/J DEFGRID3
* xyz 0 1
I -0.22180 1.81217 5.99640
Cl -1.25985 0.42378 -0.70308
F 2.71167 4.04798 0.44856
F -0.19132 2.49797 0.99492
O -0.07725 -2.77833 -2.53273
O 2.67522 1.83538 2.20072
O 1.26695 3.61228 -4.66901
O 3.78930 -1.11638 3.31350
O 0.93745 0.47679 2.52520
O 3.82810 2.83488 -0.99447
O -3.98619 -1.46040 0.57233
O 5.67761 -0.96598 4.53981
N -6.00891 -1.55761 1.58615
N 3.23504 4.66139 -5.06935
N -1.71524 -4.30803 -2.22838
C 1.16332 -0.67037 -0.51431
C 1.96793 4.32040 -5.36639
C 2.81572 3.03496 -0.40337
C -5.20052 -1.40895 0.52172
C -5.40084 -1.79101 2.88531
C 2.95621 -1.64422 1.12250
C 1.62887 1.38856 1.82511
C 4.18089 -1.21929 1.93087
C -1.67353 1.38179 4.48612
C -1.45654 0.07602 2.28487
C -1.46749 0.00835 3.82824
C 4.69655 -0.45269 4.07677
C -2.09369 -5.67694 -1.94917
C 0.25642 0.26545 0.28215
C -7.45219 -1.48469 1.47818
C -2.75173 -3.30627 -2.43874
C -0.43154 -3.91883 -2.29997
C 2.64210 -0.75512 -0.09606
C 3.80773 4.14060 -3.83876
C 1.51235 2.33683 -0.64994
C 4.02788 5.52077 -5.92232
C 0.84054 1.66133 0.53131
C -0.06160 -0.18025 1.73663
H -2.68884 -5.73224 -1.03545
H -4.74378 -0.96206 3.15201
H -0.54281 -0.42813 4.19541
H 0.28482 -4.73886 -2.11819
H 0.72745 -1.66746 -0.51286
H -2.67876 -6.09062 -2.77306
H -1.59008 2.18580 3.76354
H -1.83267 1.03889 1.95374
H 1.12236 -0.33937 -1.54916
H -2.65389 -2.86636 -3.43170
H -2.12742 -0.67696 1.87940
H 2.12771 -1.67780 1.82239
H 4.98415 -1.95268 1.85762
H 0.81555 3.09419 -1.01235
H 3.10473 -2.66565 0.77444
H -7.91027 -2.42057 1.80350
H 3.44121 5.81442 -6.79040
H -3.72472 -3.78313 -2.34780
H 4.48571 0.61868 4.17358
H -4.80313 -2.70282 2.86893
H 1.67710 1.65070 -1.47442
H -2.67254 -2.50687 -1.70171
H -1.20022 -6.28408 -1.81906
H 3.18713 -1.17311 -0.94195
H 0.09978 -1.25825 1.78096
H -7.73076 -1.30284 0.44257
H -2.64021 1.44246 4.97277
H 3.21220 4.46177 -2.98608
H 3.81470 3.05145 -3.85398
H 4.56833 -0.25666 1.59109
H -5.74624 -1.22384 -0.41855
H 3.06447 0.23976 0.04925
H 4.82422 4.50615 -3.72218
H -2.26332 -0.65773 4.16038
H 4.33154 6.42197 -5.38593
H 1.61158 4.75506 -6.31612
H -6.18334 -1.88539 3.63342
H 4.92409 5.00111 -6.26710
H -7.84347 -0.67126 2.09176
*
```

* highest occupied orbital energy: -9.123 eV
* orbital gap: 0.348 Ha
* M: 685.9 Da
* F_max: 1.0 eV Å⁻¹
* SMILES string: O=COCCCC[C@@]1(Cl)[C@H](CCCI)OC(=O)[C@@]1(F)CC(=O)F.CN(C)C=O.CN(C)C=O.CN(C)C=O



(2)
The following is a DFT calculation (the ωB97M-V functional and the def2-TZVPD basis) of C30H51BrIrN4P2 as an isolated structure.

ORCA input file:
```
! RIJCOSX wB97M-V def2-TZVPD def2/J DEFGRID3
* xyz 4 6
Ir 0.39372 0.84570 0.11166
Br -6.48745 -0.94979 2.10697
P 2.31739 -0.30359 0.27049
P -1.35805 -1.68881 -1.82528
N -0.35194 4.97234 -3.98404
N 1.88921 2.21915 3.87092
N 1.39535 1.89058 1.60142
N -0.09270 1.06898 3.18636
C -0.63806 1.79841 -1.17760
C -0.20236 -4.27880 -1.38754
C 2.03487 -1.67643 1.48436
C -1.33466 1.65185 2.68288
C -2.81481 -2.80588 -1.41601
C -0.91301 3.80480 -4.32716
C 3.37697 -0.03176 -2.38653
C 2.50842 -3.13751 1.21417
C -5.05089 -0.53583 1.10631
C -5.06083 0.58730 0.25299
C 1.08501 1.74207 2.89068
C 0.13625 4.08658 -1.82345
C -1.36497 0.77982 -0.59819
C -3.82346 -1.18631 1.39432
C -2.61917 -0.65912 0.90959
C 0.16333 5.11047 -2.76093
C -0.52215 2.87938 -2.13476
C -3.53391 -3.69284 -2.44339
C 0.09859 -2.78210 -1.58334
C -3.87339 1.03023 -0.35532
C 5.08611 -0.87261 0.71651
C 3.21665 2.69573 3.52020
C -2.64951 0.41944 -0.00541
C -0.39201 0.45443 4.48699
C -2.48416 -1.04293 -4.42760
C -0.99617 2.71425 -3.45137
C 2.57276 -0.91781 -1.43207
C 1.41770 2.54128 5.22351
C -1.73882 -0.52688 -3.19321
C 4.04302 0.24370 0.59115
H 4.01279 0.84572 1.51137
H 4.87794 -1.52236 1.57262
H -1.36204 1.74370 -3.75910
H -1.85258 -1.64686 -5.09272
H -3.35812 -1.62886 -4.13428
H 5.17157 -1.50469 -0.17870
H -0.38220 -4.70000 -2.38975
H -4.02518 -3.07125 -3.19834
H -2.53447 -3.44759 -0.55390
H -4.32151 -4.24985 -1.91381
H -0.87576 1.19283 5.14122
H 0.91344 -2.70090 -2.32309
H 0.39126 2.91882 5.20899
H 2.57276 -1.32476 2.38980
H 0.50903 0.06237 4.96079
H 3.82171 1.89624 3.06733
H 0.46556 -2.26937 -0.64062
H -3.85100 -2.12675 1.95344
H -6.00088 1.05111 0.00792
H -3.87872 1.81803 -1.11804
H -2.82822 -0.17495 -5.00556
H -1.07642 -4.45090 -0.74230
H 6.06424 -0.40586 0.88555
H 1.48299 1.68730 5.91407
H 2.15276 -3.75046 2.06969
H 4.30455 0.92544 -0.23315
H 3.45521 -0.61620 -3.31558
H 1.92789 2.69986 1.27515
H -1.23334 1.92521 1.63116
H -1.09697 -0.36669 4.32036
H 1.56214 -1.02973 -1.87028
H 0.62350 6.06660 -2.51160
H -2.15261 0.92174 2.77008
H 3.61748 -3.21412 1.19489
H 3.05265 -1.90201 -1.25102
H 0.66002 -4.78935 -0.93018
H 4.38832 0.17409 -2.01041
H 0.94774 -1.67426 1.72455
H -1.63523 -1.13043 1.03058
H 2.87908 0.93262 -2.60354
H -3.57005 -2.12825 -0.95701
H -2.89714 -4.45620 -2.90482
H 0.66912 4.16556 -0.88799
H -0.81399 -0.00043 -3.48499
H -1.62311 2.53524 3.27606
H -2.30178 0.28848 -2.66538
H -1.29963 3.68463 -5.33748
H 3.71183 2.99604 4.44414
H 3.14199 3.56117 2.84229
H 2.07559 3.32506 5.62753
H 2.08493 -3.58229 0.28575
*
```

* ⟨S²⟩: 8.847
* highest occupied orbital energy (spin up / spin down): -16.916 / -19.406 eV
* orbital gap (spin up / spin down): 0.191 / 0.172 Ha
* energy above the lowest of the compared OMol25 structures with the same formula, charge and spin: 0.0 kJ/mol
* M: 801.8 Da
* F_max: 4.3 eV Å⁻¹



no.,total energy (hartree)
1,-2623.6137
2,-4751.9999